33
Properties=species:S:1:pos:R:3:nbo_charge:R:1 method="wB97M-V/def2-TZVPD" s2=2.0207 homo_ev="-8.540 / -8.518" de_lowest_kcal_mol=26.7 spin_multiplicity=3 orbital_gap_ev="7.00 / 4.89"
Pd -0.9329 -0.9229 -1.0421 0.977
C 2.1485 -0.5721 -0.3906 -0.253
N 0.9149 0.0547 -0.7361 -0.522
C 0.9127 1.3788 -0.8709 0.161
C -0.3084 1.9181 -1.2649 -0.046
C -0.7669 3.2583 -1.4362 -0.191
C -2.1204 3.1608 -1.7710 -0.323
C -2.4956 1.7994 -1.5987 0.018
N -1.3816 1.0238 -1.3429 -0.463
C 2.3514 -0.4406 1.1361 -0.030
C 1.3418 -0.6520 2.1160 -0.206
C 1.6686 -0.7289 3.4579 -0.219
C 2.9140 -0.4531 3.9194 -0.215
C 3.9379 -0.2041 2.9721 -0.188
C 3.5781 -0.0125 1.6083 -0.223
H 3.0210 -0.1618 -0.9170 0.212
H 2.0305 -1.6449 -0.5672 0.218
H 1.9027 2.0140 -0.7257 0.223
H -0.0723 4.0970 -1.3642 0.229
H -2.8551 3.8959 -2.1770 0.241
H -3.5067 1.3793 -1.6598 0.231
H 0.3508 -0.8954 1.7153 0.207
H 0.8468 -0.9255 4.1828 0.220
H 3.1967 -0.3121 4.9906 0.226
H 4.9252 -0.0315 3.3540 0.215
H 4.2293 0.5501 0.9439 0.209
O -1.5860 -3.4048 0.3709 0.137
O -0.5543 -2.7546 -0.0693 -0.097
N -2.5947 -1.7851 -1.9239 -0.723
C -3.6730 -2.1305 -2.3127 0.645
N -4.6821 -2.7493 -2.7902 -0.651
C -5.8613 -2.1565 -2.8422 0.424
N -6.8795 -1.5920 -2.9646 -0.442

33
Properties=species:S:1:pos:R:3:nbo_charge:R:1 method="wB97M-V/def2-TZVPD" homo_ev="-11.345 / -11.322" total_charge=+1 orbital_gap_ev="5.64 / 5.53"
Rh 1.9551 0.0331 -2.3992 1.009
N 3.8482 -2.7315 0.4018 -0.739
C 3.1199 -1.8010 -0.2114 0.311
S 3.8486 -1.0431 -1.6243 -0.107
N 1.9520 -1.4519 0.2706 -0.376
N 1.2830 -0.5237 -0.3639 -0.130
C 0.2043 0.0863 0.0588 0.232
C -0.4923 -0.2235 1.2992 -0.070
C -1.0477 0.8185 2.0543 -0.199
C -1.7302 0.5480 3.2218 -0.199
C -1.8590 -0.7611 3.6635 -0.157
C -1.2866 -1.7966 2.9371 -0.205
C -0.6054 -1.5384 1.7642 -0.166
C -0.2475 1.1694 -0.8128 0.166
C -1.5454 1.6848 -0.7753 -0.196
C -1.8915 2.7183 -1.6266 -0.113
C -0.9367 3.2109 -2.5072 -0.221
C 0.3253 2.6383 -2.5133 0.080
N 0.6618 1.6393 -1.7030 -0.484
H 4.7535 -2.9782 0.0323 0.426
H 3.5266 -3.1525 1.2595 0.427
H -0.9023 1.8405 1.7381 0.221
H -2.1602 1.3594 3.7894 0.231
H -2.3846 -0.9643 4.5841 0.232
H -1.3795 -2.8117 3.2883 0.231
H -0.1831 -2.3521 1.1944 0.238
H -2.2683 1.2503 -0.1016 0.257
H -2.8858 3.1374 -1.6104 0.246
H -1.1651 4.0197 -3.1828 0.250
H 1.1032 3.0046 -3.1739 0.221
Se -1.8407 -2.3891 -2.5712 0.084
C -0.3790 -1.6151 -3.0544 0.110
N 0.6096 -1.0265 -3.3263 -0.609

26
Properties=species:S:1:pos:R:3:nbo_charge:R:1 method="wB97M-V/def2-TZVPD" s2=2.0280 homo_ev="-5.302 / -8.097" spin_multiplicity=3 orbital_gap_ev="5.92 / 5.27"
C 1.3275 -0.4684 -3.5196 -0.164
C -0.6096 2.2918 3.0181 -0.198
C 1.7430 0.3814 -2.5075 -0.229
C 0.5204 -1.6164 -3.2169 -0.213
C -0.8687 1.0089 3.4184 -0.203
C -0.5114 2.5782 1.6983 -0.216
C 1.2244 0.2222 -1.2681 -0.172
C 0.0418 -1.7188 -1.9152 -0.139
C -0.8504 -0.0500 2.5351 -0.172
C -0.4451 1.5147 0.7216 -0.181
C 0.3333 -0.8008 -0.9310 -0.090
C -0.5583 0.2067 1.2447 -0.066
C -1.1109 -2.2649 0.4871 -0.815
C -0.3100 -0.9880 0.3428 -0.073
P 0.3111 -2.5371 1.3243 0.450
H 1.8131 -0.4214 -4.4624 0.209
H -0.6711 3.0525 3.8244 0.219
H 2.5327 1.1328 -2.8683 0.228
H 0.2477 -2.4963 -3.9065 0.228
H -1.0967 0.7976 4.4456 0.211
H -0.3666 3.5322 1.3118 0.211
H 1.5066 0.9737 -0.5388 0.225
H -0.6464 -2.4794 -1.7777 0.225
H -1.2261 -0.9827 2.8501 0.244
H -0.3131 1.6823 -0.3980 0.236
H -2.0173 -2.5507 0.0877 0.244

38
Properties=species:S:1:pos:R:3:nbo_charge:R:1 method="wB97M-V/def2-TZVPD" homo_ev=-0.326 de_lowest_kcal_mol=0.0 total_charge=-2 orbital_gap_ev=4.27
Cu 1.9146 -2.5232 1.0081 0.753
Se 3.1239 -3.9795 -0.2195 -0.721
Te 4.8834 -3.3685 1.3316 -0.137
Te 3.5763 -2.8814 3.8308 -0.117
Se 1.2743 -3.3273 3.2353 -0.744
Cl -0.7092 0.4641 -6.2322 -0.036
C -0.3831 0.0672 -4.5873 -0.054
C -1.0508 0.8247 -3.6000 -0.252
C -0.9619 0.5458 -2.2346 -0.177
C -0.4688 -0.7129 -1.8947 -0.122
C 0.3453 -1.3808 -2.8673 -0.158
C 0.3303 -1.0755 -4.2285 -0.259
C -0.6358 -1.3632 -0.5610 0.768
O -1.6852 -0.9917 0.0265 -0.782
O 0.1745 -2.2285 -0.1213 -0.745
H -1.5291 1.7830 -3.9522 0.210
H -1.3840 1.2583 -1.4850 0.234
H 0.8916 -2.2978 -2.5300 0.260
H 0.8234 -1.7158 -4.9255 0.219
O -4.1882 1.4283 0.0575 -0.744
C -3.3309 1.9304 1.0519 0.120
N -2.0608 1.2488 1.2272 -0.669
C -1.1438 1.8774 2.0250 0.660
O -1.4312 2.9035 2.6441 -0.673
C 0.1943 1.2217 1.9028 -0.204
C 1.3515 2.0171 1.9515 -0.142
C 2.5794 1.4290 2.0103 -0.290
C 2.6584 0.0492 1.8813 0.065
N 1.5546 -0.7090 1.7711 -0.516
C 0.3526 -0.1538 1.9489 0.102
H -3.9100 0.5796 -0.3103 0.494
H -3.8604 1.8827 2.0585 0.137
H -3.1705 3.0372 0.9100 0.158
H -1.8614 0.3773 0.6517 0.456
H 1.1314 3.0673 2.0458 0.218
H 3.5207 1.9420 2.1545 0.208
H 3.6310 -0.4620 1.7884 0.233
H -0.5460 -0.7637 2.2363 0.247

33
Properties=species:S:1:pos:R:3:nbo_charge:R:1 method="wB97M-V/def2-TZVPD" homo_ev="-15.801 / -15.078" de_lowest_kcal_mol=0.0 total_charge=+2 orbital_gap_ev="6.87 / 4.80"
O 0.1202 3.8520 -1.2480 -0.450
C 0.0723 2.7042 -1.2914 0.457
Hg -0.1441 -0.9702 -0.2267 0.900
C 2.2251 -1.1095 -1.1875 0.441
C -2.1820 -1.1269 -1.4169 0.416
O 3.1910 -1.7151 -1.1398 -0.380
O -3.1251 -1.8003 -1.2880 -0.385
C -1.3732 -0.0889 6.4138 -0.451
N -1.3125 -0.1775 4.9704 -0.052
N -0.1853 -0.0304 4.2476 -0.119
C -0.5132 -0.0724 2.8983 0.570
O 0.3603 0.0092 1.9912 -0.556
C -1.9362 -0.2367 2.8707 -0.319
C -2.3869 -0.2805 4.1699 0.273
C -3.7528 -0.4283 4.7469 -0.684
C 1.1313 0.0856 4.7741 0.156
C 1.5562 -0.6979 5.8536 -0.227
C 2.8807 -0.6426 6.2882 -0.183
C 3.8185 0.1592 5.6198 -0.115
C 3.3736 0.9753 4.5677 -0.181
C 2.0489 0.9466 4.1492 -0.197
H -2.0790 0.7009 6.7006 0.261
H -0.3996 0.1669 6.8160 0.263
H -1.6957 -1.0551 6.8252 0.258
H -2.4990 -0.3020 1.9527 0.256
H -3.8465 -1.3364 5.3669 0.268
H -4.0683 0.4155 5.3857 0.270
H -4.4780 -0.5038 3.9216 0.271
H 0.8369 -1.3312 6.3744 0.230
H 3.1739 -1.2372 7.1535 0.255
H 4.8688 0.1448 5.9167 0.256
H 4.0789 1.6498 4.0792 0.252
H 1.7099 1.6174 3.3513 0.245

30
Properties=species:S:1:pos:R:3:nbo_charge:R:1 method="wB97M-V/def2-TZVPD" homo_ev=-8.290 de_lowest_kcal_mol=27.8 orbital_gap_ev=8.19
N -0.6735 1.4130 1.7950 0.503
O -0.4402 0.2412 2.1532 -0.392
O -1.5321 1.6989 0.9856 -0.340
C 1.0300 2.0996 3.3318 -0.679
C 0.3942 2.5364 2.0949 0.082
N -0.2618 3.8185 2.1096 -0.406
C -0.3315 4.7356 1.0740 0.256
C 0.5204 4.9183 0.0115 -0.277
C 0.2760 6.0424 -0.8136 -0.192
C -0.7959 6.9349 -0.5520 -0.239
C -1.6067 6.7606 0.5757 -0.168
C -1.3502 5.6764 1.4040 -0.118
C -1.9055 5.2871 2.6547 -0.006
C -1.2025 4.1190 3.0709 0.145
C -1.4630 3.4851 4.2511 -0.260
C -2.4821 4.0087 5.0577 -0.193
C -3.2102 5.1334 4.6250 -0.231
C -2.9419 5.7928 3.4243 -0.199
H 2.0229 1.7865 2.9846 0.233
H 1.1509 2.8856 4.0907 0.241
H 0.5273 1.2006 3.7291 0.265
H 1.0664 2.5115 1.2061 0.238
H 1.3459 4.1985 -0.0899 0.210
H 0.9541 6.1911 -1.6636 0.218
H -0.9629 7.7502 -1.2685 0.219
H -2.4338 7.4257 0.8075 0.215
H -0.8614 2.6239 4.5418 0.220
H -2.6628 3.4974 6.0048 0.220
H -4.0187 5.4710 5.2690 0.215
H -3.4836 6.6581 3.0402 0.219

34
Properties=species:S:1:pos:R:3:nbo_charge:R:1 method="wB97M-V/def2-TZVPD" homo_ev=-8.089 orbital_gap_ev=8.37
N 5.3947 1.0931 -1.4376 -1.076
S 5.2252 0.7440 0.2053 2.305
O 5.0329 1.9822 0.9021 -0.936
O 6.3094 -0.1169 0.5809 -0.941
C 3.7077 -0.1798 0.1893 -0.368
C 2.5013 0.4889 0.2582 -0.170
C 1.3175 -0.2217 0.2116 -0.210
C 1.3509 -1.6126 0.0964 0.170
C 2.5810 -2.2753 0.0349 -0.241
C 3.7577 -1.5558 0.0794 -0.165
H 4.7197 -2.0406 0.0437 0.243
H 2.6055 -3.3526 -0.0458 0.210
N 0.2000 -2.3826 0.0482 -0.577
C -1.0905 -1.9705 0.0587 0.293
N -1.5342 -0.7682 0.0743 -0.510
C -2.9011 -0.7140 0.0842 0.125
C -3.5149 -1.9327 0.0703 -0.441
S -2.3612 -3.2125 0.0456 0.340
H -4.5593 -2.1647 0.0561 0.240
C -3.5570 0.5843 0.0914 -0.104
C -4.9181 0.7424 0.3528 -0.152
C -5.4619 2.0138 0.3336 -0.252
C -4.6275 3.0879 0.0585 0.035
N -3.3353 2.9529 -0.1884 -0.410
C -2.8180 1.7420 -0.1726 0.061
H -1.7604 1.6711 -0.3847 0.204
H -5.0058 4.1013 0.0356 0.193
H -6.5110 2.1693 0.5330 0.220
H -5.5381 -0.1129 0.5775 0.212
H 0.3388 -3.3826 0.0043 0.405
H 0.3641 0.2757 0.2683 0.252
H 2.5060 1.5617 0.3622 0.240
H 6.2435 0.7023 -1.8130 0.402
H 5.3383 2.0830 -1.6141 0.402